One molecule with the formula C3H3N5. Source: the OMol25 dataset; level of theory: the ωB97M-V functional and the def2-TZVPD basis.

Computed properties:
energy relative to the best compared isomer or geometry (same formula, charge and spin): 3.704 eV
lowest unoccupied orbital energy: -0.028 hartree
HOMO level: -9.505 eV
max |F|: 7.903 eV/A
SMILES string: [H]/N=c1\ncncnn1

```
11
Properties=species:S:1:pos:R:3:forces:R:3
C -1.230249 -0.225948 -0.305010 0.3 -0.5 4.4
C 1.073501 -0.960279 -0.531175 3.3 -1.3 1.9
C 0.836103 1.080839 0.536567 2.5 -0.7 -2.8
H -1.989284 -1.058824 1.167581 0.3 -2.9 1.9
H 1.618999 -1.952600 -0.851243 0.0 2.7 0.5
H 1.419053 1.834647 1.140436 -1.7 -0.3 -0.5
N -2.088642 -0.227568 0.709030 1.9 2.2 -5.2
N -0.132234 -1.096025 -0.571848 -7.7 -0.7 -1.8
N 1.596377 0.028431 0.330729 -0.3 0.7 0.1
N -0.039565 1.560650 -0.606768 0.1 1.3 1.8
N -1.064064 1.016676 -1.018295 1.3 -0.4 -0.2
```
Forces are in eV/Å.

One molecule with the formula C3H3N5. Source: the OMol25 dataset; level of theory: the ωB97M-V functional and the def2-TZVPD basis.

Computed properties:
energy relative to the best compared isomer or geometry (same formula, charge and spin): 2.348 eV
lowest unoccupied orbital energy: -0.003 hartree
HOMO level: -9.466 eV
max |F|: 2.463 eV/A
SMILES string: c1[nH][nH]c2nnnc1-2

```
11
Properties=species:S:1:pos:R:3:forces:R:3
C -0.687959 1.142065 -0.034291 -0.2 1.2 0.5
C 0.571037 -0.679092 -0.160686 2.0 -1.1 1.0
C 0.628332 0.750471 -0.113395 -0.3 -1.3 -0.6
H -1.247239 2.095025 0.114585 0.9 -0.8 -0.4
H -2.373736 -0.118083 -0.172874 -1.1 0.8 -0.2
H -1.076424 -1.831001 0.562663 1.1 0.5 -1.1
N -1.417700 0.030417 0.027096 -1.3 -1.2 -0.1
N -0.715745 -1.163960 -0.165710 -0.3 0.5 1.2
N 1.789390 -1.215592 -0.007640 -1.4 1.8 -0.5
N 2.572836 -0.074884 0.011051 0.9 -0.2 0.0
N 1.957213 1.064635 -0.060804 -0.1 -0.3 0.3
```
Forces are in eV/Å.

One molecule with the formula C3H3N5. Source: the OMol25 dataset; level of theory: the ωB97M-V functional and the def2-TZVPD basis.

Computed properties:
energy relative to the best compared isomer or geometry (same formula, charge and spin): 2.471 eV
lowest unoccupied orbital energy: -0.036 hartree
HOMO level: -9.613 eV
max |F|: 6.255 eV/A
SMILES string: N#CC1=NN=CNN1

```
11
Properties=species:S:1:pos:R:3:forces:R:3
C -0.498425 0.540586 -2.248227 -0.5 1.2 -4.8
C -0.381186 0.243731 -0.897157 -2.2 -1.8 5.6
C -0.096791 -0.111353 1.731633 -2.1 -1.0 -0.4
H 0.007970 -0.111446 2.822405 0.3 0.1 -0.5
H 0.910597 -1.634996 0.816295 0.0 -0.4 0.3
H 1.563054 0.659603 -0.555894 -0.2 -0.8 0.3
N -0.580451 0.818895 -3.389083 0.3 -0.8 3.2
N -1.493088 0.183753 -0.106553 2.3 0.1 -2.2
N -1.304536 0.149639 1.281170 3.0 0.4 -0.2
N 0.987232 -0.638096 0.930128 -1.2 1.2 -0.3
N 0.885623 -0.100315 -0.384718 0.3 1.8 -0.9
```
Forces are in eV/Å.

One molecule with the formula C3H3N5O. Source: the OMol25 dataset; level of theory: the ωB97M-V functional and the def2-TZVPD basis.

Computed properties:
energy relative to the best compared isomer or geometry (same formula, charge and spin): 2.819 eV
lowest unoccupied orbital energy: -0.017 hartree
HOMO level: -9.901 eV
max |F|: 4.514 eV/A
SMILES string: [H]/N=c1/nnncnc1O

```
12
Properties=species:S:1:pos:R:3:forces:R:3
C -0.684702 -0.379646 -0.425792 0.4 0.2 2.3
C 1.457197 -1.030399 0.328523 0.5 0.4 0.7
C -0.318407 1.054433 -0.024507 -0.3 -0.8 -1.4
H -2.496149 -1.421045 -0.435751 2.3 2.1 -0.4
H 1.704069 -1.933759 0.918305 0.4 0.9 -0.1
H -1.905155 1.432655 1.024831 -0.4 -0.8 0.1
N 0.161690 -1.317657 -0.213504 0.6 0.5 -0.6
N 2.326124 -0.015938 0.306309 -3.7 -1.6 -1.9
N 1.961592 0.887973 -0.776704 -2.1 1.6 0.5
N 0.815170 1.463855 -0.879215 2.4 -2.0 1.6
N -1.018531 1.772940 0.717634 1.6 1.3 -0.4
O -2.002901 -0.513411 -0.540129 -1.6 -1.8 -0.4
```
Forces are in eV/Å.

A 2-piece molecular cluster, C3H3NO overall. Source: the OMol25 dataset; level of theory: the ωB97M-V functional and the def2-TZVPD basis.

Computed properties:
energy relative to the best compared isomer or geometry (same formula, charge and spin): 4.913 eV
lowest unoccupied orbital energy: 0.035 hartree
HOMO level: -10.133 eV
max |F|: 3.169 eV/A
SMILES string: C#[N+][O-].C#C

```
8
Properties=species:S:1:pos:R:3:forces:R:3
C 0.025003 -0.182592 -0.654988 -1.3 -2.7 -0.9
C -0.443518 -1.261977 -0.938447 1.1 2.6 0.8
C 1.016300 0.404577 2.444168 0.4 -1.9 -0.8
N 1.338728 -0.630164 1.988023 -0.4 3.0 0.9
O 1.806793 -1.612973 1.540784 0.3 -1.2 -0.1
H 0.412814 0.742426 -0.424800 0.6 1.3 0.2
H -0.849009 -2.201182 -1.085443 -0.5 -1.2 -0.3
H 0.476654 1.318973 2.460199 -0.1 0.0 0.2
```
Forces are in eV/Å.

One molecule with the formula C3H3NO. Source: the OMol25 dataset; level of theory: the ωB97M-V functional and the def2-TZVPD basis.

Computed properties:
energy relative to the best compared isomer or geometry (same formula, charge and spin): 3.638 eV
lowest unoccupied orbital energy (alpha / beta): -0.009 / -0.031 hartree
HOMO level (alpha / beta): -9.821 / -8.297 eV
max |F|: 2.168 eV/A

```
8
Properties=species:S:1:pos:R:3:forces:R:3
O -2.067997 0.605675 0.618209 -0.3 -0.1 0.8
C -1.256882 0.227232 -0.117249 -0.4 -0.5 -1.2
C -0.028955 -0.670361 -0.057990 -0.3 0.3 0.4
C 0.940252 0.517430 -0.033496 -1.8 0.1 -1.1
N 2.042343 0.538121 0.447638 1.2 0.3 0.5
H 0.304441 1.336622 -0.624420 1.4 -0.4 0.6
H 0.121708 -1.176827 -1.014788 -0.2 0.0 0.1
H -0.054911 -1.377893 0.782099 0.3 0.2 -0.1
```
Forces are in eV/Å.

Number 1: E -10605.16300 eV. Number 2: E -10606.51959 eV. Number 3: E -10606.39574 eV. Number 4: E -12653.21466 eV. Number 5: E -6691.57869 eV. Number 6: E -6692.85398 eV.